# 1
ORCA calculation (ωB97M-V/def2-TZVPD) on a 3-piece molecular cluster, C3H12O2S2 overall at a distorted geometry.

Positions of all 19 atoms, in Å:
C -0.272 -0.937 0.252
C -1.319 -1.906 -0.262
C -0.962 0.267 0.920
S -0.091 1.846 0.875
S 1.236 1.655 2.465
H 0.468 -1.315 0.960
H 0.312 -0.538 -0.532
H -2.160 -1.975 0.435
H -0.902 -2.898 -0.459
H -1.727 -1.601 -1.218
H -1.867 0.534 0.364
H -1.237 -0.035 1.925
H 1.791 0.503 2.096
H 4.006 -0.274 2.026
H 5.223 0.396 1.551
O 4.952 -0.247 2.222
H -2.089 2.847 -4.493
H -2.968 1.694 -4.926
O -2.396 1.983 -4.200

## Properties
Net charge ... 0
Gap between HOMO and LUMO ... 9.13 eV
E ... -1068.3328 Eh
2S+1 ... 1

Atomic partial charges in e from the natural (NBO) method, atoms 1 to 6: C -0.42; C -0.61; C -0.53; S 0.11; S -0.13; H 0.20


# 2
ORCA calculation (ωB97M-V/def2-TZVPD) on C4H7N as an isolated structure at a distorted geometry.

Positions of all 12 atoms, in Å:
C 1.669 -0.349 0.517
C 1.039 0.904 0.069
C 0.573 -0.052 -1.051
C -1.971 -0.443 0.124
N 1.247 -1.108 -0.470
H 1.899 -0.684 1.528
H 0.408 1.252 0.845
H 1.774 1.701 -0.337
H 0.121 0.026 -2.002
H -2.593 -0.027 -0.640
H -1.924 0.179 1.098
H -2.240 -1.400 0.318

## Properties
Net charge ... 0
Gap between HOMO and LUMO (alpha / beta) ... 8.03 / 9.20 eV
E ... -211.1487 Eh
2S+1 ... 1

Atomic partial charges in e from the natural (NBO) method, atoms 1 to 6: C 0.08; C -0.53; C 0.07; C -0.50; N -0.43; H 0.18


# 3
ORCA calculation (ωB97M-V/def2-TZVPD) on a single C8H14O molecule.

Positions of all 23 atoms, in Å:
C 2.562 -1.619 1.266
C -1.804 -1.253 -0.764
C -1.322 1.726 -1.457
C -0.241 1.930 0.823
C 1.491 -0.986 0.429
C -0.828 -0.329 -0.087
C -0.808 1.013 -0.237
C 0.184 -0.997 0.734
O 2.005 -0.382 -0.710
H 1.260 -0.034 -1.230
H -0.176 -1.534 1.609
H 3.277 -0.855 1.589
H 2.157 -2.105 2.157
H 3.106 -2.366 0.681
H -1.308 -2.091 -1.259
H -2.488 -1.658 -0.006
H -2.434 -0.744 -1.500
H -0.558 2.441 -1.794
H -1.473 1.047 -2.302
H -0.163 1.432 1.796
H 0.738 2.323 0.543
H -2.245 2.271 -1.256
H -0.930 2.769 0.978

## Properties
Net charge ... 0
Gap between HOMO and LUMO ... 9.04 eV
E ... -388.4258 Eh
2S+1 ... 1

Atomic partial charges in e from the natural (NBO) method, atoms 1 to 6: C -0.65; C -0.63; C -0.65; C -0.65; C 0.36; C -0.05


# 4
ORCA calculation (ωB97M-V/def2-TZVPD) on a single C3H9NO2 molecule at a distorted geometry.

Positions of all 15 atoms, in Å:
C -0.951 -0.711 1.442
C -0.522 1.211 -1.186
C 1.576 0.144 -0.695
N 0.245 0.455 -0.220
O -0.551 -0.837 0.125
O -0.994 -1.947 2.072
H -0.276 -2.491 1.723
H -1.945 -0.249 1.544
H -0.188 -0.023 1.910
H -0.595 0.695 -2.152
H -0.038 2.177 -1.340
H -1.526 1.362 -0.795
H 1.556 -0.433 -1.629
H 2.113 1.077 -0.870
H 2.097 -0.429 0.070

## Properties
Net charge ... 0
Gap between HOMO and LUMO ... 10.25 eV
E ... -324.8467 Eh
2S+1 ... 1

Atomic partial charges in e from the natural (NBO) method, atoms 1 to 6: C 0.23; C -0.43; C -0.43; N -0.16; O -0.45; O -0.71


# 5
ORCA calculation (ωB97M-V/def2-TZVPD) on C52H54BrCdN6O as an isolated structure at a distorted geometry.

Positions of all 115 atoms, in Å:
Cd 0.482 -0.867 0.392
Br 0.674 -4.128 7.436
C 0.341 -3.295 5.754
C -0.928 -2.750 5.506
C -1.212 -2.220 4.285
C -0.264 -2.209 3.213
O -0.633 -1.854 2.050
C 1.066 -2.630 3.555
C 2.177 -2.480 2.669
N 2.178 -1.857 1.553
C 3.380 -1.883 0.811
C 4.561 -1.469 1.327
C 5.744 -1.578 0.555
C 5.705 -2.137 -0.685
C 4.478 -2.597 -1.235
C 4.372 -3.248 -2.492
C 3.173 -3.734 -2.885
C 2.041 -3.536 -2.053
N 2.083 -2.895 -0.924
C 3.297 -2.446 -0.495
C 1.322 -3.222 4.808
H -1.670 -2.769 6.292
H -2.190 -1.807 4.074
H 3.104 -2.952 2.998
H 4.607 -1.040 2.320
H 6.682 -1.233 0.974
H 6.613 -2.254 -1.261
H 5.259 -3.372 -3.105
H 3.043 -4.256 -3.820
H 1.083 -3.920 -2.370
H 2.309 -3.620 5.020
C 2.235 1.441 -4.312
C 2.636 0.198 -3.519
C 3.047 0.603 -2.107
C 1.540 -0.845 -3.656
C 1.619 -1.697 -4.750
C 0.647 -2.637 -5.022
C -0.448 -2.733 -4.179
C -0.577 -1.894 -3.076
C -1.788 -2.028 -2.179
C -1.823 -3.398 -1.507
C -3.068 -1.733 -2.956
C 0.420 -0.936 -2.806
N 0.316 -0.139 -1.669
C -0.622 0.892 -1.676
C -1.004 1.522 -0.527
N -0.543 1.153 0.705
C -1.144 1.626 1.870
C -0.402 2.495 2.698
C -0.893 2.822 3.956
C -2.097 2.305 4.404
C -2.869 1.537 3.547
C -2.432 1.217 2.269
C -3.383 0.510 1.318
C -3.708 -0.914 1.753
C -4.677 1.308 1.154
C 0.832 3.173 2.146
C 0.425 4.549 1.610
C 1.964 3.330 3.150
C -1.921 2.617 -0.866
C -2.579 3.602 -0.192
C -3.367 4.527 -0.935
C -3.500 4.462 -2.296
C -2.819 3.437 -3.019
C -2.833 3.222 -4.434
C -2.127 2.181 -4.960
C -1.346 1.290 -4.169
C -1.295 1.493 -2.816
C -2.062 2.568 -2.277
H 3.051 2.175 -4.315
H 1.353 1.904 -3.856
H 1.994 1.202 -5.341
H 3.517 -0.233 -3.997
H 2.284 1.235 -1.645
H 3.989 1.162 -2.158
H 3.197 -0.260 -1.462
H 2.481 -1.608 -5.404
H 0.727 -3.287 -5.882
H -1.216 -3.476 -4.378
H -1.715 -1.281 -1.395
H -1.812 -4.208 -2.245
H -2.733 -3.510 -0.909
H -0.963 -3.540 -0.845
H -3.231 -2.464 -3.754
H -3.014 -0.742 -3.401
H -3.931 -1.757 -2.283
H -0.326 3.498 4.588
H -2.453 2.542 5.401
H -3.838 1.187 3.884
H -2.905 0.440 0.345
H -4.220 -0.900 2.726
H -2.803 -1.519 1.847
H -4.374 -1.400 1.026
H -5.234 1.335 2.100
H -5.322 0.840 0.397
H -4.495 2.333 0.829
H 1.174 2.578 1.303
H -0.014 5.153 2.418
H -0.313 4.473 0.813
H 1.295 5.088 1.220
H 1.709 4.045 3.945
H 2.856 3.717 2.638
H 2.228 2.386 3.610
H -2.514 3.700 0.881
H -3.889 5.309 -0.393
H -4.109 5.179 -2.830
H -3.409 3.875 -5.081
H -2.147 2.014 -6.034
H -0.811 0.489 -4.660
N 0.931 0.374 5.289
N 1.694 0.356 4.078
H 0.187 -0.320 5.249
H 0.474 1.271 5.327
H 1.100 0.217 3.264
H 2.319 -0.440 4.144

## Properties
Net charge ... -1
Gap between HOMO and LUMO ... 4.65 eV
E ... -5159.5587 Eh
2S+1 ... 1

Atomic partial charges in e from the Mulliken method, atoms 1 to 6: Cd 2.16; Br -0.26; C -0.26; C -0.54; C -0.50; C 0.20


# 6
ORCA calculation (ωB97M-V/def2-TZVPD) on a 2-piece molecular cluster, S2 overall at a distorted geometry.

Positions of all 2 atoms, in Å:
S 0.000 0.000 1.712
S 0.000 0.000 -1.712

## Properties
Net charge ... 0
Gap between HOMO and LUMO ... 4.32 eV
E ... -796.0632 Eh
2S+1 ... 1

Need the natural (NBO) charges? In units of e they are: S 0.00; S 0.00


# 7
ORCA calculation (ωB97M-V/def2-TZVPD) on a 2-piece molecular cluster, C51H60N3O2 overall at a distorted geometry.

Positions of all 116 atoms, in Å:
C -2.161 4.360 -1.556
C -1.236 3.155 -1.476
C 0.231 3.580 -1.495
C -1.532 2.130 -2.573
C -1.278 2.447 -3.908
C -1.456 1.500 -4.909
C -1.874 0.210 -4.584
C -2.132 -0.139 -3.261
C -2.620 -1.535 -2.880
C -2.016 -2.644 -3.739
C -4.139 -1.619 -2.920
C -1.990 0.843 -2.267
N -2.230 0.489 -0.893
N -1.346 -0.295 -0.231
N -1.784 -0.284 1.050
C -0.974 -0.805 2.131
C -0.289 0.081 2.972
C -0.272 1.594 2.722
C 1.143 2.101 2.449
C -0.881 2.375 3.878
C 0.433 -0.447 4.042
C 0.479 -1.822 4.258
C -0.193 -2.685 3.395
C -0.916 -2.184 2.312
C -1.642 -3.135 1.358
C -2.763 -3.892 2.063
C -0.678 -4.110 0.690
C -2.996 0.348 1.159
C -3.741 0.291 2.408
C -3.301 0.911 -0.074
C -4.337 1.687 -0.544
H -3.207 4.041 -1.497
H -1.969 5.037 -0.715
H -2.005 4.905 -2.496
H -1.425 2.650 -0.524
H 0.884 2.712 -1.357
H 0.482 4.050 -2.454
H 0.433 4.292 -0.688
H -0.926 3.450 -4.149
H -1.275 1.766 -5.946
H -2.009 -0.535 -5.370
H -2.281 -1.690 -1.847
H -0.927 -2.560 -3.793
H -2.265 -3.617 -3.302
H -2.425 -2.614 -4.755
H -4.596 -0.849 -2.292
H -4.496 -1.481 -3.949
H -4.468 -2.603 -2.568
H -0.876 1.769 1.825
H 1.584 1.589 1.588
H 1.128 3.177 2.240
H 1.783 1.923 3.322
H -1.921 2.083 4.059
H -0.307 2.198 4.797
H -0.865 3.450 3.659
H 0.978 0.233 4.701
H 1.053 -2.224 5.094
H -0.154 -3.764 3.550
H -2.077 -2.509 0.572
H -3.477 -3.202 2.528
H -3.308 -4.517 1.346
H -2.346 -4.539 2.845
H 0.088 -3.565 0.129
H -0.181 -4.734 1.441
H -1.223 -4.757 -0.005
H -4.749 0.688 2.223
H -3.846 -0.741 2.802
H -3.260 0.900 3.193
H -5.131 1.901 0.156
H -4.340 1.969 -1.591
C -14.661 2.915 -2.492
O -13.995 3.821 -1.578
C -12.890 3.415 -0.898
C -12.159 4.409 -0.199
C -10.950 4.106 0.394
C -10.502 2.765 0.492
C -9.226 2.390 1.116
C -8.131 3.294 1.112
C -6.894 3.093 1.711
C -5.819 4.055 1.748
C -4.677 3.810 2.558
C -3.600 4.690 2.578
C -3.619 5.851 1.792
C -4.765 6.146 1.038
C -5.845 5.260 0.995
C -9.156 1.086 1.781
C -10.275 0.626 2.528
C -10.216 -0.504 3.310
C -9.063 -1.324 3.262
O -9.091 -2.447 4.028
C -8.011 -3.407 3.916
C -7.973 -0.949 2.440
C -8.015 0.257 1.755
C -11.330 1.768 -0.087
C -12.438 2.076 -0.858
H -15.503 3.504 -2.857
H -14.005 2.641 -3.330
H -15.027 2.012 -1.982
H -12.560 5.419 -0.190
H -10.354 4.902 0.837
H -8.325 4.246 0.610
H -6.742 2.198 2.311
H -4.664 2.917 3.191
H -2.740 4.479 3.216
H -2.764 6.531 1.795
H -4.807 7.079 0.471
H -6.723 5.487 0.387
H -11.200 1.201 2.518
H -11.046 -0.807 3.944
H -8.321 -4.210 4.585
H -7.917 -3.785 2.887
H -7.058 -2.976 4.257
H -7.109 -1.613 2.359
H -7.155 0.550 1.155
H -11.069 0.716 0.030
H -12.967 1.300 -1.416

## Properties
Net charge ... +1
Gap between HOMO and LUMO ... 3.22 eV
E ... -2293.8027 Eh
2S+1 ... 1

Atomic partial charges in e from the Mulliken method, atoms 1 to 6: C -1.28; C 1.98; C -1.54; C 0.59; C -0.35; C -1.50


# 8
ORCA calculation (ωB97M-V/def2-TZVPD) on a 5-piece molecular cluster, C28H29ClF4NOP2S overall at a distorted geometry.

Positions of all 67 atoms, in Å:
O 3.103 0.969 -1.846
P 3.121 1.669 -3.298
Cl 3.986 0.225 -4.477
C 1.375 1.280 -3.860
C 0.948 1.806 -5.181
N -0.330 1.889 -5.240
C -0.982 1.487 -3.972
P -1.653 -0.247 -4.040
S -3.544 -0.364 -4.355
C 0.180 1.725 -2.995
H 2.984 0.004 -1.809
H 1.320 0.186 -4.015
H 1.570 2.108 -6.015
H -0.848 2.201 -6.055
H -1.849 2.117 -3.772
H -0.899 -0.956 -4.992
H -1.220 -0.764 -2.807
H 0.099 1.223 -2.036
H 0.237 2.807 -2.845
F 2.139 4.732 -5.122
C 1.934 5.546 -6.199
C 2.807 6.591 -6.402
C 2.596 7.409 -7.504
C 1.532 7.175 -8.365
C 0.669 6.115 -8.129
C 0.868 5.286 -7.033
H 3.626 6.755 -5.716
H 3.269 8.236 -7.687
H 1.375 7.820 -9.218
H -0.165 5.935 -8.793
H 0.197 4.462 -6.824
F -3.271 0.643 -0.665
C -3.097 -0.464 0.102
C -2.006 -0.516 0.946
C -1.829 -1.652 1.724
C -2.733 -2.703 1.641
C -3.820 -2.619 0.780
C -4.013 -1.489 -0.002
H -1.322 0.322 1.000
H -0.994 -1.719 2.408
H -2.592 -3.584 2.252
H -4.526 -3.436 0.716
H -4.853 -1.396 -0.677
F -0.119 -2.199 4.399
C -0.235 -1.158 5.268
C -1.501 -0.751 5.632
C -1.612 0.310 6.521
C -0.476 0.932 7.019
C 0.783 0.493 6.629
C 0.915 -0.566 5.742
H -2.369 -1.254 5.228
H -2.594 0.646 6.827
H -0.570 1.755 7.714
H 1.670 0.974 7.020
H 1.883 -0.935 5.430
F -0.150 -6.380 8.877
C 0.379 -6.318 7.639
C 0.085 -5.227 6.846
C 0.633 -5.168 5.573
C 1.456 -6.189 5.116
C 1.733 -7.275 5.936
C 1.194 -7.347 7.213
H -0.561 -4.446 7.227
H 0.415 -4.319 4.942
H 1.881 -6.140 4.123
H 2.372 -8.073 5.583
H 1.397 -8.180 7.872

## Properties
Net charge ... +1
Gap between HOMO and LUMO ... 5.79 eV
E ... -3154.6804 Eh
2S+1 ... 1

Atomic partial charges in e from the natural (NBO) method, atoms 1 to 6: O -0.97; P 1.21; Cl -0.31; C -0.67; C 0.32; N -0.42


# 9
ORCA calculation (ωB97M-V/def2-TZVPD) on a 2-piece molecular cluster, C6H12IN2 overall at a distorted geometry.

Positions of all 21 atoms, in Å:
C 0.217 0.401 -0.501
C -0.872 1.512 -2.310
C -1.242 2.179 -1.020
C 2.089 -1.842 1.265
C -0.534 -1.817 1.476
C 0.817 -1.259 1.765
N 0.233 0.631 -1.844
N -0.765 1.211 -0.006
I 0.875 0.468 2.957
H -1.636 0.871 -2.751
H -0.571 2.150 -3.171
H -0.698 3.085 -0.794
H -2.346 2.490 -0.860
H 1.993 -2.833 0.897
H 2.445 -1.225 0.467
H 2.971 -1.734 1.966
H -0.840 -2.592 2.107
H -1.313 -1.080 1.588
H -0.556 -2.239 0.362
H 0.880 0.242 -2.538
H -1.146 1.381 0.947

## Properties
Net charge ... +1
Gap between HOMO and LUMO (alpha / beta) ... 6.95 / 5.52 eV
E ... -642.5920 Eh
2S+1 ... 3

Atomic partial charges in e from the natural (NBO) method, atoms 1 to 6: C 0.76; C -0.24; C -0.24; C -0.72; C -0.71; C -0.08


# 10
ORCA calculation (ωB97M-V/def2-TZVPD) on a 2-piece molecular cluster, C2H2FI overall at a distorted geometry.

Positions of all 6 atoms, in Å:
C -2.730 -0.055 -0.622
C 0.366 0.162 -0.180
F -2.722 0.724 -1.716
I 0.957 1.159 -1.899
H -0.388 -0.607 -0.405
H 0.525 0.671 0.677

## Properties
Net charge ... 0
Gap between HOMO and LUMO (alpha / beta) ... 8.30 / 7.67 eV
E ... -474.7175 Eh
2S+1 ... 1

Need the natural (NBO) charges? In units of e they are: C 0.36; C -0.51; F -0.37; I 0.15; H 0.19; H 0.17


# 11
ORCA calculation (ωB97M-V/def2-TZVPD) on a 4-piece molecular cluster, C20H40O6 overall at a distorted geometry.

Positions of all 66 atoms, in Å:
C 2.698 -1.295 -0.244
C 3.672 -0.137 -0.404
O 3.037 1.154 -0.440
C 2.632 1.589 -1.662
O 3.073 2.597 -2.167
O 1.633 0.870 -2.236
C 0.348 1.089 -1.542
C -0.432 -0.211 -1.527
C -1.599 -0.289 -0.516
C -1.694 0.884 0.454
C -2.954 -0.463 -1.218
H 1.876 -1.003 0.402
H 3.199 -2.127 0.244
H 2.326 -1.606 -1.214
H 4.309 -0.273 -1.273
H 4.299 -0.093 0.481
H -0.166 1.839 -2.134
H 0.574 1.465 -0.551
H -0.847 -0.330 -2.527
H 0.257 -1.029 -1.357
H -1.444 -1.190 0.074
H -0.788 0.936 1.061
H -1.775 1.842 -0.058
H -2.518 0.752 1.149
H -3.682 -0.808 -0.488
H -3.297 0.514 -1.564
H -2.899 -1.140 -2.064
C -2.370 -5.760 0.179
C -1.883 -5.752 -1.268
C -1.684 -4.263 -1.515
O -1.314 -3.693 -0.257
C -1.539 -4.640 0.788
H -2.226 -6.714 0.685
H -3.432 -5.509 0.219
H -0.930 -6.279 -1.347
H -2.581 -6.205 -1.970
H -2.611 -3.789 -1.856
H -0.900 -4.052 -2.244
H -0.569 -5.009 1.140
H -2.040 -4.140 1.618
C 1.414 -0.024 4.774
C 1.141 -1.454 5.232
C 0.484 -2.052 3.996
O 1.054 -1.380 2.871
C 1.791 -0.237 3.315
H 2.196 0.477 5.342
H 0.504 0.575 4.845
H 2.081 -1.966 5.446
H 0.510 -1.519 6.117
H -0.598 -1.877 3.996
H 0.660 -3.123 3.896
H 2.861 -0.450 3.209
H 1.546 0.617 2.682
C -0.498 6.555 -1.616
C 0.815 6.270 -2.341
C 0.754 4.759 -2.508
O -0.638 4.426 -2.630
C -1.438 5.555 -2.275
H -0.842 7.584 -1.716
H -0.395 6.331 -0.551
H 0.818 6.759 -3.317
H 1.699 6.594 -1.794
H 1.159 4.247 -1.633
H 1.286 4.401 -3.388
H -1.883 5.971 -3.186
H -2.244 5.228 -1.616

## Properties
Net charge ... 0
Gap between HOMO and LUMO ... 9.99 eV
E ... -1237.4245 Eh
2S+1 ... 1

Atomic partial charges in e from the natural (NBO) method, atoms 1 to 6: C -0.64; C -0.06; O -0.54; C 1.00; O -0.57; O -0.56


# 12
ORCA calculation (ωB97M-V/def2-TZVPD) on an isolated ion of composition C5H6FN4S and charge +1 at a distorted geometry.

Positions of all 17 atoms, in Å:
C -0.024 -0.233 -2.343
C -1.146 1.267 1.681
C -0.079 0.159 -0.048
C 1.350 0.625 -0.838
C 0.031 -0.646 1.186
N 1.097 0.258 -2.173
N -0.813 1.423 0.489
N -0.715 -0.441 -1.203
N -0.681 -0.013 2.138
F -1.986 -0.823 -1.117
S 0.705 -2.219 1.308
H -0.250 -0.647 -3.307
H -1.539 1.960 2.368
H 1.551 1.797 -0.733
H 2.111 0.015 -0.516
H -1.002 -0.436 3.046
H 1.392 -2.045 0.063

## Properties
Net charge ... +1
Gap between HOMO and LUMO ... 7.70 eV
E ... -910.7961 Eh
2S+1 ... 1

Atomic partial charges in e from the natural (NBO) method, atoms 1 to 6: C 0.24; C 0.24; C 0.08; C -0.17; C 0.19; N -0.42


Question: The highest E belongs to which entry?
Answer: C4H7N